DFT (wB97M-V/def2-TZVPD) results for a molecular structure, C6H4AlCl2N2O3Pr.

Structure (XYZ):
```
19
Properties=species:S:1:pos:R:3:mulliken_charge:R:1
Pr -1.25093 -0.73858 -4.11419 1.753
Al 0.20247 1.32766 0.21821 0.464
Cl 0.00561 -1.85713 -2.20549 -0.272
Cl -0.97045 2.84965 -0.63999 -0.001
C 2.20116 1.86645 0.89478 0.505
C 0.88097 -1.48386 -5.00188 0.232
C 0.39299 0.89508 -4.53779 0.195
O 3.36991 1.88956 0.97473 0.032
O 2.02612 -1.65218 -5.11523 0.033
O 1.39538 1.48412 -4.53820 0.054
N -0.11705 -0.89357 1.80300 0.007
C -0.71547 -1.45909 2.85917 -0.020
C -1.48297 -0.49287 3.50137 -0.711
C -1.35139 0.69890 2.78731 -0.104
N -0.55762 0.44471 1.71414 0.173
H 0.39770 -1.38088 1.03503 0.228
H -0.59711 -2.53395 3.07289 0.474
H -2.06555 -0.62942 4.38586 0.445
H -1.76377 1.66541 2.90629 0.513
```

* HOMO (spin up / spin down): -22.6 / -22.6 eV
* electronic energy: -61073.5472 eV
* spin multiplicity: 3
* net charge: +4
* LUMO (spin up / spin down): -17.4 / -16.9 eV
* HOMO-LUMO gap (spin up / spin down): 5.29 / 5.79 eV
* <S²>: 2.003